P | 23
Properties=species:S:1:pos:R:3:nbo_charge:R:1 method="wB97M-V/def2-TZVPD" mol_weight_g_mol=255.000 homo_energy_ev=-12.15 charge=+1 homo_lumo_gap_ha=0.3053
C 2.94274 -0.58166 -0.44064 -0.63
C 1.92678 0.25845 0.34483 -0.07
O -3.08619 -0.76319 1.22792 -1.01
O -3.19459 2.07619 0.05738 -0.97
O -1.88974 1.84729 -1.99579 -0.99
O -0.81744 -1.74935 -1.62160 -0.97
O -0.51112 0.76249 1.85976 -0.98
O 0.75070 0.51526 -0.44699 -0.82
P -3.03469 -2.14505 0.21755 0.68
P -1.74280 2.15166 -0.45565 1.29
P -0.90411 -1.82586 0.07816 0.52
P -0.67067 0.31072 0.31821 1.32
H 2.68254 -1.60037 -0.42438 0.21
H 2.72509 -0.06238 -1.38508 0.23
H 3.88811 -0.48480 0.11653 0.24
H 2.45006 1.25067 0.50896 0.21
H 1.57474 -0.27377 1.19439 0.18
H -3.92980 -0.70090 1.69498 0.51
H -3.78453 2.25501 -0.60825 0.52
H -1.16349 1.82735 -2.54843 0.53
H 0.12091 -1.83300 -1.93670 0.51
H -0.98602 1.54928 2.19294 0.54
H -2.72702 -3.05675 1.27262 -0.04


Q | 23
Properties=species:S:1:pos:R:3:nbo_charge:R:1 method="wB97M-V/def2-TZVPD" mol_weight_g_mol=255.000 homo_energy_ev=-12.86 charge=+1 homo_lumo_gap_ha=0.3126
C -2.39963 -1.95654 -0.14364 -0.64
C -1.59369 -1.24744 0.92840 -0.06
O 3.25949 1.60129 -0.39695 -0.98
O -2.02129 1.50262 -1.30379 -1.02
O -0.99109 2.40038 0.68027 -1.02
O 2.47707 -1.45557 1.40480 -1.00
O 0.79833 1.04740 -1.25468 -1.00
O -1.16413 0.03671 0.50657 -0.85
P 4.24620 0.11404 -0.47301 0.59
P -2.17557 1.32998 0.32393 1.57
P 2.35618 -1.08821 -0.19842 0.51
P 1.37540 0.90243 0.18593 1.24
H -3.34733 -1.44605 -0.30525 0.21
H -1.84316 -1.97631 -1.07825 0.22
H -2.60310 -2.97831 0.16574 0.23
H -0.67360 -1.79853 1.14421 0.19
H -2.17022 -1.16240 1.85516 0.19
H 3.68068 2.37320 0.01099 0.54
H -2.83778 1.44668 -1.79819 0.52
H -1.21148 3.02183 1.37307 0.53
H 2.67319 -2.36986 1.60982 0.52
H 0.04057 1.64416 -1.36516 0.55
H 4.12497 0.05852 -1.87153 -0.03


Verdict on stability: Q comes out on top.


P | 9
Properties=species:S:1:pos:R:3:nbo_charge:R:1 method="wB97M-V/def2-TZVPD" mol_weight_g_mol=91.026 homo_energy_ev=-17.46 charge=+1 homo_lumo_gap_ha=0.4294
C -0.83070 0.41525 -0.05631 0.01
C 0.18326 -0.57602 -0.74174 -0.12
O -0.09458 0.63166 1.66555 -0.86
O 1.45768 -0.20976 0.04196 -0.81
P 1.40163 0.36522 1.45208 1.75
H -0.77670 1.44942 -0.34406 0.24
H -1.80106 -0.01022 0.28415 0.27
H -0.02122 -1.67383 -0.57216 0.25
H 0.48169 -0.39172 -1.72946 0.26


Q | 9
Properties=species:S:1:pos:R:3:nbo_charge:R:1 method="wB97M-V/def2-TZVPD" mol_weight_g_mol=91.026 homo_energy_ev=-17.02 charge=+1 homo_lumo_gap_ha=0.3773
C 0.85656 0.39646 -0.19894 -0.81
C 0.29964 -0.81740 0.15707 0.60
O -1.91151 1.01177 0.49840 -0.97
O -0.86918 -1.21689 -0.22141 -0.69
P -2.34713 -0.16362 -0.13288 1.69
H 1.11830 0.56813 -1.39046 0.34
H 1.79983 0.31499 0.15908 0.26
H 0.79710 -1.41630 0.82762 0.20
H 0.25639 1.32286 0.30152 0.37


Verdict on stability: P comes out on top.


P | 17
Properties=species:S:1:pos:R:3:nbo_charge:R:1 method="wB97M-V/def2-TZVPD" mol_weight_g_mol=148.187 homo_energy_ev=-8.90 homo_lumo_gap_ha=0.3528
C -0.06619 -1.93030 0.29746 0.13
C -0.72361 -1.12511 -0.73118 -0.34
C 0.64748 0.06412 0.75141 -0.12
C -1.67159 0.91940 0.33238 -0.41
N 0.56005 -1.31610 1.20093 -0.44
N -0.56404 0.26869 -0.29319 -0.43
O 2.17958 -0.33338 -1.19285 -0.96
O 2.41643 2.00644 -0.32891 -0.93
S 2.41779 0.38308 0.05993 1.52
H -0.12202 -3.09563 0.42876 0.21
H -0.18500 -1.10612 -1.68809 0.26
H -1.84622 -1.20548 -0.81465 0.22
H 0.41779 0.83541 1.59386 0.20
H -2.22974 1.52006 -0.32803 0.20
H -2.35282 0.24953 0.87914 0.17
H -1.29044 1.56372 1.08969 0.20
H 2.41254 2.30167 -1.25664 0.52


Q | 17
Properties=species:S:1:pos:R:3:nbo_charge:R:1 method="wB97M-V/def2-TZVPD" smiles="[H]/N=C/C(=C/C)S(N)(=O)=O" mol_weight_g_mol=148.187 homo_energy_ev=-9.85 homo_lumo_gap_ha=0.3747
C -0.29620 -0.67722 0.76945 -0.09
C 0.62084 1.86732 1.17153 0.17
C 0.64221 0.22552 0.55436 -0.39
C -0.34189 -2.03992 0.13719 -0.66
N -0.40272 2.02265 1.87958 -0.63
N 1.12930 0.75682 -2.02202 -1.10
O 2.83706 1.23621 -0.47272 -0.95
O 2.28771 -1.22863 -0.94730 -0.92
S 1.90669 0.14743 -0.67003 2.27
H -1.04634 -0.39316 1.48413 0.24
H 1.33446 2.48641 0.62738 0.21
H -0.34438 -1.97725 -0.91453 0.22
H -1.17609 -2.63351 0.36432 0.22
H 0.62946 -2.54125 0.31633 0.26
H -0.72029 2.98049 2.15847 0.36
H 0.71792 -0.04722 -2.54933 0.39
H 1.59572 1.42819 -2.66484 0.42


R | 17
Properties=species:S:1:pos:R:3:nbo_charge:R:1 method="wB97M-V/def2-TZVPD" smiles="CS[C@H]1[C@@H]([N+](=O)[O-])N1C" mol_weight_g_mol=148.187 homo_energy_ev=-8.73 homo_lumo_gap_ha=0.3381
C 0.39871 1.21570 -0.18531 -0.02
C -0.77813 0.48192 0.43393 -0.21
C -0.88515 0.02433 -1.93459 -0.42
C 0.06279 -1.79290 1.47571 -0.78
N -0.14196 -0.00416 -0.73000 -0.40
N 1.72362 1.21263 0.46439 0.54
O 2.29193 2.26722 0.41127 -0.38
O 2.03653 0.20966 1.04117 -0.37
S -0.54128 -0.25354 2.04447 0.28
H 0.27785 2.11449 -0.79355 0.22
H -1.78177 1.08233 0.27894 0.22
H -1.60886 -0.93147 -1.77390 0.22
H -1.56456 0.86288 -2.12972 0.18
H -0.20051 -0.03103 -2.84783 0.22
H 0.39739 -2.48678 2.33800 0.24
H 0.99715 -1.61178 0.86426 0.26
H -0.68377 -2.35950 1.04274 0.21


Verdict on stability: Q comes out on top.


P | 16
Properties=species:S:1:pos:R:3:lowdin_spin:R:1 method="wB97M-V/def2-TZVPD" mol_weight_g_mol=75.135 s2=0.757 homo_energy_ev="-21.72 / -21.72" charge=+2 multiplicity=2 homo_lumo_gap_ha="0.3852 / 0.2596"
C -1.58687 2.13653 -0.67154 0.15
N -1.62416 0.94395 -0.19894 0.69
H -1.65827 2.88271 0.12938 0.07
H -1.85777 2.47244 -1.67228 0.03
H -0.48806 -0.40422 -0.21540 0.01
H -2.01299 0.95993 0.76590 0.04
C 1.29020 -1.01195 -1.07118 0.00
N 0.30002 -1.07226 0.05048 0.02
C 0.78627 -0.58815 1.42086 0.00
H 1.62532 0.02558 -1.16736 0.00
H 2.00646 -1.81064 -0.94492 0.00
H 0.72380 -1.22021 -1.99814 0.00
H -0.10045 -1.98336 0.34359 0.00
H 1.23350 0.41066 1.33746 0.00
H 1.45681 -1.31597 1.86890 0.00
H -0.09381 -0.42503 2.02321 0.00


Q | 16
Properties=species:S:1:pos:R:3:lowdin_spin:R:1 method="wB97M-V/def2-TZVPD" mol_weight_g_mol=75.135 s2=0.757 homo_energy_ev="-21.09 / -20.99" charge=+2 multiplicity=2 homo_lumo_gap_ha="0.4053 / 0.2484"
C -1.07896 1.73023 -1.70841 0.12
N -0.27459 0.42987 -1.61897 0.62
H -0.80613 2.50072 -0.97580 0.02
H -0.82903 2.26867 -2.63222 0.07
H -2.17968 1.57149 -1.77919 0.00
H -0.64884 -0.21613 -2.24101 0.02
H 0.14627 0.17527 0.08054 0.01
H 0.61793 0.62752 -1.82885 0.02
C 1.69441 -0.75398 1.44528 0.02
C -0.70306 -1.11483 1.39972 -0.01
N 0.37869 -0.58695 0.83852 0.10
H 2.19687 -1.47008 0.92523 0.00
H 1.42248 -1.16633 2.40853 0.01
H 2.18024 0.18169 1.56632 0.00
H -1.46497 -1.37042 0.61140 0.00
H -0.83820 -1.17136 2.50868 0.00


R | 16
Properties=species:S:1:pos:R:3:lowdin_spin:R:1 method="wB97M-V/def2-TZVPD" mol_weight_g_mol=75.135 s2=0.760 homo_energy_ev="-20.10 / -20.12" charge=+2 multiplicity=2 homo_lumo_gap_ha="0.2153 / 0.2034"
N -1.44577 -0.70533 -0.80286 0.74
C -0.18580 -0.10912 -0.39925 0.08
C 0.97167 -0.95741 -0.92587 0.02
C -0.16552 0.13166 1.15780 0.05
N 0.86039 1.09756 1.47851 0.00
H -0.66669 2.03817 -0.46642 0.04
H -1.45819 -1.60893 -1.29212 0.02
H -2.08390 0.01161 -1.15884 0.02
H 0.01674 0.92169 -0.88601 0.02
H 0.87783 -1.95804 -0.47469 0.00
H 1.97090 -0.56477 -0.64238 0.01
H 1.00862 -1.14883 -1.99701 0.00
H -1.18668 0.31762 1.47942 0.00
H 0.12844 -0.82814 1.61733 0.00
H 0.59193 1.92181 0.86926 0.00
H 0.76603 1.44045 2.44312 0.00


Verdict on stability: P comes out on top.


P | 20
Properties=species:S:1:pos:R:3:lowdin_spin:R:1 method="wB97M-V/def2-TZVPD" mol_weight_g_mol=103.169 s2=0.754 homo_energy_ev="-13.36 / -13.31" charge=+1 multiplicity=2 homo_lumo_gap_ha="0.3599 / 0.1669"
N -0.77732 2.04802 0.28680 0.01
C 0.00979 0.77359 0.21487 0.01
C -0.46566 0.17108 -1.29482 0.05
C 0.41650 -0.80645 -2.00576 0.09
N 0.37757 -2.16160 -1.37354 0.74
C -0.23969 -0.27995 1.40627 0.01
N 0.01750 0.54377 2.59569 0.01
H -0.34493 2.60470 1.09041 0.00
H -0.36404 2.72909 -0.43494 0.00
H 1.18039 0.90879 0.04906 0.00
H -1.60637 -0.15043 -1.12387 0.01
H -0.62427 0.95710 -1.91492 0.01
H 1.44889 -0.53218 -1.82025 0.01
H 0.39836 -0.85859 -3.01393 0.03
H 1.25170 -2.37800 -0.81280 0.02
H -0.55251 -2.19433 -0.92505 0.01
H 0.52050 -1.11055 1.35367 0.00
H -1.26337 -0.68661 1.54245 0.00
H 1.02476 0.38252 2.75700 0.00
H -0.40781 0.04004 3.42366 0.00


Q | 20
Properties=species:S:1:pos:R:3:lowdin_spin:R:1 method="wB97M-V/def2-TZVPD" mol_weight_g_mol=103.169 s2=0.793 homo_energy_ev="-10.64 / -12.55" charge=+1 multiplicity=2 homo_lumo_gap_ha="0.2725 / 0.3296"
C 0.09613 0.14611 1.08451 0.39
C 0.73957 0.88223 -0.05876 0.09
C 0.61738 -0.35770 -0.88376 0.41
C 0.13657 -1.58898 -0.29182 -0.02
N -0.97530 -2.41273 -0.60379 -0.02
N -0.18395 -0.07633 -2.18445 0.04
N -0.09274 2.67632 2.44533 0.02
H 0.81107 -0.27904 1.85886 0.02
H -1.04354 0.10622 1.34283 0.01
H 1.87550 1.27106 0.12997 0.01
H 0.25652 1.66258 -0.78326 0.02
H 1.04451 -2.08155 0.22102 0.02
H -0.97739 -3.18211 0.00683 0.00
H -1.91118 -1.97488 -0.46623 0.00
H -1.14401 -0.23101 -1.91653 0.01
H -0.13765 0.81882 -2.48704 0.00
H 0.15344 -0.71270 -2.93223 0.01
H -0.28447 3.67825 2.43942 0.00
H 0.98896 2.65049 2.51093 0.00
H -0.40574 2.47309 3.37474 0.00


Verdict on stability: P comes out on top.


P | 11
Properties=species:S:1:pos:R:3:nbo_charge:R:1 method="wB97M-V/def2-TZVPD" smiles="CC#P.C=P" mol_weight_g_mol=104.029 homo_energy_ev=-9.24 homo_lumo_gap_ha=0.3497
C 1.00464 1.32928 -1.13424 -0.50
C -0.70547 -2.18512 0.91033 -0.79
C 0.84853 2.24673 -0.03308 -0.73
P 1.20060 0.33574 -2.31147 0.50
P -1.32320 -2.00437 -0.62471 0.44
H -1.18285 -2.71075 1.71795 0.21
H 0.25522 -1.75020 1.14414 0.21
H 0.69972 3.26424 -0.39923 0.24
H 1.74277 2.22838 0.59515 0.24
H -0.01634 1.96630 0.57068 0.24
H -2.52361 -2.72024 -0.43550 -0.07


Q | 11
Properties=species:S:1:pos:R:3:nbo_charge:R:1 method="wB97M-V/def2-TZVPD" smiles="C=PCP=C" mol_weight_g_mol=104.029 homo_energy_ev=-9.18 homo_lumo_gap_ha=0.3369
C -0.00957 -2.11865 -1.48409 -0.82
C 0.85223 2.19350 1.05302 -0.86
C -0.75232 -0.02227 0.31525 -1.01
P -0.33700 -0.48286 -1.58206 0.67
P 0.78611 0.55116 1.14016 0.71
H 0.25828 -2.62066 -2.30294 0.19
H 0.00932 -2.81285 -0.52978 0.22
H 1.59653 2.73751 1.48262 0.21
H 0.21028 2.98786 0.74189 0.21
H -1.02177 -0.92034 0.81307 0.23
H -1.59210 0.50760 0.35286 0.23


Verdict on stability: P comes out on top.


P | 11
Properties=species:S:1:pos:R:3:nbo_charge:R:1 method="wB97M-V/def2-TZVPD" mol_weight_g_mol=72.091 homo_energy_ev="-14.38 / -14.38" charge=+1 homo_lumo_gap_ha="0.3356 / 0.3354"
C 1.11073 0.72356 1.65840 -0.13
C -0.21053 -0.37591 -0.63973 0.66
N 1.40787 -0.11017 0.81909 -0.23
N -0.37826 -1.51982 -1.14706 -0.77
N -0.90253 0.73934 -0.54043 -0.76
H 1.79657 0.81194 2.53609 0.27
H 0.26850 1.44967 1.58994 0.18
H 0.10583 -2.46518 -1.06142 0.49
H -1.02559 -1.59157 -2.02907 0.43
H -0.54848 1.45612 0.08431 0.43
H -1.62410 0.88203 -1.27012 0.43


Q | 11
Properties=species:S:1:pos:R:3:nbo_charge:R:1 method="wB97M-V/def2-TZVPD" smiles=CN(C)[N+]#N mol_weight_g_mol=72.091 homo_energy_ev=-16.21 charge=+1 homo_lumo_gap_ha=0.3203
C 0.24393 -1.17375 0.32102 -0.51
C -0.79704 0.97618 0.34192 -0.47
N 1.75924 0.59287 -2.22070 0.27
N 1.27987 0.57952 -1.23251 0.12
N -0.04791 -0.05919 -0.36076 -0.04
H 0.52494 -1.87627 -0.36350 0.25
H 0.90443 -1.09455 1.23333 0.25
H -0.66438 -1.72884 0.67917 0.34
H -0.42278 1.34921 1.27110 0.24
H -0.98852 1.94018 -0.25205 0.26
H -1.79178 0.49465 0.58298 0.30


Verdict on stability: P comes out on top.


P | 13
Properties=species:S:1:pos:R:3:nbo_charge:R:1 method="wB97M-V/def2-TZVPD" smiles=N#P(P)P.C mol_weight_g_mol=127.004 homo_energy_ev=-8.46 homo_lumo_gap_ha=0.2743
C 0.96750 1.41971 -1.14394 -0.86
N -2.06390 0.45779 1.33008 -0.94
P -1.01016 -1.35769 -1.28419 0.05
P 0.62700 -1.22968 2.19202 0.03
P -0.88008 -0.22692 0.69625 0.85
H -0.02481 1.85482 -1.02391 0.22
H 1.19199 0.78872 -0.27039 0.20
H 1.73278 2.17930 -1.38090 0.23
H 0.80149 0.92970 -2.08707 0.23
H -0.78042 -2.44144 -0.66162 -0.03
H -2.35985 -1.49717 -1.53315 0.02
H -0.00004 -0.41502 3.04656 0.01
H 1.79851 -0.46211 2.12024 0.00


Q | 13
Properties=species:S:1:pos:R:3:nbo_charge:R:1 method="wB97M-V/def2-TZVPD" smiles=CNP(P)#[PH2] mol_weight_g_mol=127.004 homo_energy_ev=-8.04 homo_lumo_gap_ha=0.3282
C 1.19565 -1.49243 -0.57663 -0.44
N 0.97571 -0.47465 0.75203 -0.98
P 0.29703 2.29035 -0.27047 -0.07
P -1.96571 -0.20758 -0.57876 -0.05
P -0.39649 0.52377 0.95133 0.52
H 0.65941 -2.45219 -0.44908 0.20
H 0.67939 -0.81011 -1.38735 0.23
H 2.31044 -1.57854 -0.53487 0.22
H 0.99171 -1.23026 1.43706 0.38
H -0.69816 3.35180 -0.27238 0.01
H 0.97037 2.88048 0.76652 -0.01
H -2.75312 0.68923 -0.04844 -0.03
H -2.26621 -1.48987 0.21104 0.01


Verdict on stability: Q comes out on top.